# 1
Computed, not measured: an isolated molecule of C29H26N2O4S, with ωB97M-V/def2-TZVPD.

Net charge: 0
LUMO energy: 0.46 eV
Relative energy (zero: lowest compared OMol25 entry of this formula, charge and spin): 0.00 kcal/mol
Multiplicity: 1
SMILES string: O=C(NCc1ccccc1)[C@@H](c1ccccc1)N(Cc1ccc2c(c1)OCO2)C(=O)Cc1cccs1
DFT total energy: -52501.1212 eV

The geometry in XYZ format:
```
62
Properties=species:S:1:pos:R:3:forces:R:3
O -0.7250 -3.3364 0.3824 0.085 -0.291 0.214
C -0.6882 -2.1432 0.1754 0.113 0.300 -0.029
N -1.5500 -1.5020 -0.6404 -0.179 0.231 -0.201
H -1.5186 -0.4945 -0.6995 0.072 -0.110 0.112
C -2.7736 -2.1120 -1.1088 0.057 -0.272 -0.084
C -3.9878 -1.4129 -0.5525 -0.032 0.079 -0.029
C -5.1242 -1.2494 -1.3334 0.066 -0.055 0.020
C -6.2447 -0.6199 -0.8210 -0.122 -0.004 -0.009
C -6.2372 -0.1383 0.4766 -0.113 -0.021 0.031
C -5.1046 -0.2893 1.2580 -0.044 -0.038 0.044
C -3.9867 -0.9246 0.7486 0.017 -0.052 -0.026
H -3.1106 -1.0395 1.3701 0.109 0.027 0.067
H -5.0874 0.0860 2.2701 0.003 0.043 0.108
H -7.1119 0.3528 0.8770 -0.077 0.053 0.034
H -7.1244 -0.5034 -1.4372 -0.077 0.011 -0.052
H -5.1326 -1.6238 -2.3476 0.012 -0.027 -0.123
H -2.7481 -3.1562 -0.7775 0.010 0.125 -0.140
H -2.7974 -2.0946 -2.2043 -0.070 -0.081 0.119
C 0.3717 -1.2485 0.8425 -0.082 -0.233 0.387
N 0.1905 0.1707 0.5314 0.107 -0.381 -0.108
C -0.5561 0.8962 1.4003 -0.067 0.486 0.098
O -1.0399 0.3993 2.3988 -0.191 -0.030 0.251
C -0.8695 2.3529 1.0480 0.080 -0.220 0.178
C -2.1573 2.3717 0.2945 -0.130 0.043 -0.429
C -3.3886 2.7140 0.7546 0.348 0.019 -0.009
C -4.4100 2.5744 -0.2144 -0.095 0.000 -0.275
C -3.9494 2.1152 -1.4006 0.254 -0.066 -0.053
S -2.2503 1.8485 -1.3646 -0.238 0.319 0.379
H -4.4890 1.9108 -2.3029 -0.198 -0.035 -0.159
H -5.4423 2.8079 -0.0291 -0.194 0.011 0.004
H -3.5645 3.0592 1.7571 0.031 0.055 0.236
H -1.0191 2.8781 1.9932 0.094 -0.080 -0.076
H -0.0667 2.8376 0.4952 0.007 0.058 0.043
C 0.8890 0.6782 -0.6319 0.184 0.302 -0.062
C 2.3377 1.0061 -0.3422 0.079 0.207 -0.011
C 2.7021 1.6189 0.8461 -0.145 0.022 -0.191
C 4.0318 1.8882 1.1595 0.352 0.033 -0.114
C 4.9776 1.5191 0.2364 -0.351 -0.245 -0.452
C 4.6173 0.9184 -0.9710 0.006 0.304 0.545
C 3.3085 0.6576 -1.2851 0.266 0.140 0.005
H 3.0467 0.1839 -2.2160 -0.054 -0.135 -0.142
O 5.7431 0.6538 -1.7007 -0.448 -0.092 -0.131
C 6.8285 1.0827 -0.9062 1.212 -0.108 -0.301
O 6.3393 1.6414 0.2939 -0.272 0.151 0.332
H 7.4113 1.8394 -1.4548 -0.208 -0.132 0.121
H 7.4780 0.2229 -0.6746 -0.215 0.161 -0.018
H 4.3097 2.3546 2.0892 0.043 0.070 0.145
H 1.9429 1.8742 1.5692 -0.084 -0.003 0.112
H 0.8489 -0.0875 -1.4108 -0.071 0.101 -0.019
H 0.3758 1.5596 -1.0239 0.035 -0.150 0.004
C 1.7759 -1.7158 0.5499 0.024 -0.265 -0.020
C 2.0957 -2.3507 -0.6423 -0.019 -0.019 0.154
C 3.4017 -2.7250 -0.9063 0.041 -0.034 -0.112
C 4.4011 -2.4622 0.0136 0.054 -0.053 -0.054
C 4.0872 -1.8405 1.2103 0.053 0.040 0.076
C 2.7811 -1.4767 1.4791 -0.096 -0.107 -0.058
H 2.5367 -0.9970 2.4156 -0.045 0.073 0.101
H 4.8599 -1.6421 1.9384 0.072 0.019 0.066
H 5.4204 -2.7492 -0.1985 0.091 -0.031 -0.015
H 3.6397 -3.2213 -1.8354 0.023 -0.049 -0.084
H 1.3205 -2.5677 -1.3629 -0.097 -0.049 -0.076
H 0.1852 -1.3502 1.9210 0.017 -0.016 -0.321
```
Positions in Å, forces in eV/Å.

# 2
Computed, not measured: a structure of composition C29H26O3PS3Ti, with ωB97M-V/def2-TZVPD.

Net charge: -1
LUMO energy (spin up / spin down): 2.04 / 2.03 eV
Relative energy (zero: lowest compared OMol25 entry of this formula, charge and spin): 6.00 kcal/mol
Multiplicity: 3
<S²>: 2.02
DFT total energy: -101551.6114 eV

The geometry in XYZ format:
```
63
Properties=species:S:1:pos:R:3:forces:R:3
Ti 0.1257 -0.2854 -0.3471 -0.767 0.051 -0.370
S -0.9721 -1.3093 1.5799 -0.004 -0.412 0.263
C -0.7812 -3.0391 1.2442 -0.050 0.184 0.035
C -0.8886 -3.9646 2.2843 -0.029 0.018 0.053
C -0.7336 -5.3226 2.0648 0.015 -0.014 -0.096
C -0.4714 -5.7827 0.7776 -0.023 0.049 0.076
C -0.3635 -4.8754 -0.2627 0.002 -0.016 -0.032
C -0.5038 -3.5006 -0.0533 -0.031 0.042 -0.129
S -0.3052 -2.3909 -1.4167 0.095 -0.286 0.228
H -1.0884 -3.5961 3.2836 0.001 0.013 -0.008
H -0.8114 -6.0174 2.8922 -0.003 0.000 0.004
H -0.3454 -6.8419 0.5876 0.000 -0.001 -0.004
H -0.1519 -5.2234 -1.2668 0.003 0.014 -0.001
O 1.3560 2.4188 -2.9647 0.134 0.112 -0.113
C 1.7139 1.6889 -2.0443 -0.604 -0.549 0.044
O 0.8960 0.6469 -1.6791 0.633 0.619 -0.212
C 2.9349 1.7983 -1.2997 0.449 0.209 0.294
C 3.9283 2.6496 -1.8703 -0.241 -0.058 0.004
C 5.1563 2.8450 -1.3175 0.159 -0.055 0.171
C 5.4993 2.1926 -0.0913 -0.045 0.118 -0.182
C 4.5672 1.3929 0.5065 -0.079 -0.089 0.037
C 3.2742 1.1629 -0.0286 0.207 0.086 -0.266
P 2.1441 0.2372 0.9635 0.247 -0.058 0.207
C 1.8842 1.2113 2.5137 -0.032 0.010 -0.145
C 1.2265 0.6615 3.6138 -0.036 -0.040 0.083
C 0.9841 1.4254 4.7481 0.041 -0.042 -0.078
C 1.3939 2.7529 4.7964 -0.065 0.020 0.028
C 2.0275 3.3143 3.6983 -0.009 -0.004 -0.094
C 2.2622 2.5495 2.5592 0.100 0.042 0.056
C 2.9929 -1.2648 1.5866 -0.005 0.149 0.007
C 2.8895 -2.4314 0.8316 -0.067 -0.113 -0.012
C 3.4995 -3.6024 1.2553 -0.009 0.027 -0.002
C 4.2310 -3.6209 2.4351 0.014 -0.022 0.009
C 4.3494 -2.4631 3.1893 -0.050 0.058 -0.060
C 3.7293 -1.2930 2.7666 0.122 -0.051 0.091
H 3.6636 3.1332 -2.8021 -0.009 0.000 -0.004
H 5.8773 3.4818 -1.8167 0.002 0.007 0.015
H 6.4741 2.3291 0.3596 0.010 0.000 -0.011
H 4.8258 0.9122 1.4465 -0.010 -0.011 -0.019
H 0.8991 -0.3701 3.5796 -0.008 -0.016 -0.021
H 0.4811 0.9778 5.5968 -0.004 0.004 0.006
H 1.2128 3.3466 5.6849 0.010 -0.003 -0.001
H 2.3488 4.3489 3.7249 -0.002 -0.003 0.000
H 2.7740 2.9792 1.7052 -0.036 0.017 0.013
H 2.3066 -2.4401 -0.0840 -0.010 0.054 0.009
H 3.3843 -4.5039 0.6669 0.005 -0.007 0.005
H 4.7016 -4.5376 2.7694 -0.002 -0.001 -0.003
H 4.9195 -2.4664 4.1104 0.002 -0.004 0.003
H 3.8222 -0.3991 3.3706 -0.031 0.029 0.004
O -0.6115 1.5496 0.4859 -0.261 0.116 0.125
S -1.8813 2.3705 0.3539 0.288 -0.339 -0.299
C -1.4470 3.9051 1.1889 0.033 0.103 0.067
C -1.7252 3.6771 2.6697 0.026 0.096 -0.011
C -3.0667 2.9529 2.7108 -0.022 -0.022 -0.020
C -2.9359 1.8014 1.7176 -0.035 -0.033 0.110
H -2.0623 4.6996 0.7607 -0.022 -0.019 0.031
H -0.4028 4.0746 0.9275 -0.003 0.045 0.029
H -1.7357 4.6167 3.2233 -0.004 0.005 -0.009
H -0.9391 3.0504 3.0907 0.057 -0.064 0.045
H -3.8655 3.6343 2.4033 -0.008 -0.009 0.011
H -3.3179 2.5785 3.7034 0.041 -0.003 0.009
H -3.8719 1.4202 1.3145 -0.024 0.043 0.013
H -2.3661 0.9622 2.1249 -0.054 0.005 0.016
```
Positions in Å, forces in eV/Å.

# 3
Computed, not measured: a structure of composition C29H27AsCeF6N10O2S, with ωB97M-V/def2-TZVPD.

Net charge: +3
LUMO energy (spin up / spin down): -10.49 / -11.95 eV
Relative energy (zero: lowest compared OMol25 entry of this formula, charge and spin): 0.00 kcal/mol
Multiplicity: 2
<S²>: 0.78
DFT total energy: -150394.9954 eV

The geometry in XYZ format:
```
77
Properties=species:S:1:pos:R:3:forces:R:3
Ce -0.2873 0.0076 -0.4544 2.355 3.160 -3.952
C 4.5865 -0.2196 1.0790 0.018 0.095 -0.001
C 3.2845 -0.1970 0.3411 0.170 0.095 -0.001
N 2.2959 0.5516 0.6570 -0.724 -0.248 -0.320
N 2.4461 1.3649 1.7398 0.161 0.138 0.367
C 1.4774 2.2064 2.1428 0.314 -0.096 0.036
N 1.7233 2.9222 3.2321 -0.075 -0.041 -0.069
S 0.0347 2.4132 1.2886 -0.411 -0.423 -0.501
C 3.0604 -1.1131 -0.7962 -0.008 -0.093 -0.093
C 4.1011 -1.5647 -1.5908 -0.056 0.065 0.083
C 3.8438 -2.5142 -2.5730 -0.067 -0.047 -0.003
C 2.5602 -3.0145 -2.6949 0.153 0.043 0.063
C 1.5698 -2.4783 -1.8870 -0.180 -0.200 -0.051
N 1.7914 -1.5216 -0.9846 -0.338 0.007 0.007
H 4.4216 -0.4476 2.1365 -0.008 -0.038 -0.010
H 5.0981 0.7450 1.0137 -0.007 -0.001 -0.024
H 5.2510 -0.9855 0.6954 0.012 -0.005 0.007
H 3.2812 1.2755 2.3044 0.048 -0.033 -0.052
H 2.5837 2.8641 3.7565 -0.020 -0.002 -0.004
H 1.0062 3.5424 3.5692 0.017 0.047 0.058
H 5.1009 -1.1754 -1.4588 0.011 -0.050 0.050
H 4.6432 -2.8783 -3.2044 0.006 0.010 -0.001
H 2.3212 -3.8050 -3.3920 -0.039 0.035 -0.026
H 0.5569 -2.8547 -1.9703 -0.020 0.063 -0.028
O -0.8442 -1.9035 -4.1739 -0.821 -0.052 0.685
C -0.6949 -0.9820 -3.4171 2.336 0.644 -1.912
O -1.3334 -0.6212 -2.3558 -0.097 0.069 2.278
C 0.5146 -0.0382 -3.7114 -0.679 -0.370 0.165
C 1.0583 -0.0417 -5.0013 0.184 0.129 0.048
C 2.1257 0.7754 -5.2482 -0.012 -0.096 -0.091
C 2.6313 1.6036 -4.2227 -0.108 -0.005 0.266
C 3.7119 2.4930 -4.4259 0.018 -0.002 -0.022
C 4.1534 3.2928 -3.4114 0.116 0.040 -0.107
C 3.5250 3.2552 -2.1517 -0.097 -0.056 0.048
C 2.4777 2.4037 -1.9220 -0.041 -0.036 -0.044
C 2.0166 1.5478 -2.9452 0.076 -0.027 -0.132
N 0.9668 0.6928 -2.7099 -0.431 0.117 0.324
H 0.6230 -0.6886 -5.7485 0.009 -0.013 -0.002
H 2.5923 0.7983 -6.2260 -0.024 0.032 -0.006
H 4.1726 2.5319 -5.4049 0.024 0.011 0.013
H 4.9792 3.9724 -3.5726 -0.008 -0.007 -0.021
H 3.8745 3.9199 -1.3720 -0.043 -0.008 0.021
H 1.9626 2.3817 -0.9707 0.074 0.090 0.074
F 0.2224 -0.9753 1.5766 -0.877 -0.704 0.125
As -1.3889 -1.9151 1.5365 -0.218 -0.971 2.024
F -1.6765 -1.4655 3.1318 0.092 0.094 -0.305
F -0.5680 -3.3403 1.8597 -0.136 0.155 -0.121
F -2.9249 -2.5101 1.2288 0.189 0.115 -0.143
F -0.9690 -2.0873 -0.2277 -0.466 -0.694 0.738
F -1.9661 -0.1938 0.9928 -0.374 -0.844 0.323
C -4.0477 1.0083 -1.2218 -0.037 0.057 -0.076
C -3.0402 2.0849 -1.4279 0.003 -0.327 -0.138
N -1.7268 1.9703 -1.2838 -0.080 0.138 0.388
C -1.1743 3.1821 -1.6712 -0.059 -0.005 -0.083
C -2.1589 4.0210 -2.0623 0.150 -0.046 -0.141
N -3.3416 3.3153 -1.9137 -0.003 0.402 0.322
C -4.6589 3.8608 -2.2010 0.007 -0.330 -0.417
N -4.8541 5.1663 -1.5990 0.308 -0.447 1.497
N -4.9563 6.2742 -2.3876 0.022 0.576 -0.411
N -5.0625 7.3030 -1.6585 -0.159 0.224 -0.431
C -5.0413 6.9181 -0.3378 0.118 -0.320 0.816
C -5.1401 7.6456 0.8386 -0.089 0.254 -1.195
C -5.0501 6.9288 2.0588 -0.002 -0.440 0.585
C -4.8763 5.5519 2.0922 0.028 -0.138 -0.041
C -4.7792 4.8095 0.9182 -0.005 -0.185 0.527
C -4.8803 5.5224 -0.2944 -0.119 0.366 -1.031
H -3.6247 0.1898 -0.6507 -0.013 -0.002 0.039
H -4.3709 0.6019 -2.1824 0.004 0.014 -0.003
H -4.9316 1.3702 -0.6947 0.015 -0.049 0.037
H -0.1118 3.3572 -1.6603 -0.025 0.027 0.009
H -2.1267 5.0241 -2.4540 -0.015 -0.014 0.001
H -5.4234 3.1753 -1.8410 0.016 0.004 -0.011
H -4.7831 4.0005 -3.2746 -0.064 0.054 0.024
H -5.3018 8.7173 0.8187 0.047 -0.008 0.043
H -5.1265 7.4625 2.9974 -0.011 0.089 -0.054
H -4.8185 5.0504 3.0482 0.003 -0.010 -0.021
H -4.6267 3.7377 0.9458 -0.036 0.020 0.002
```
Positions in Å, forces in eV/Å.